Entry 1:
ORCA calculation (ωB97M-V/def2-TZVPD) on a structure of composition C27H46PRb in a non-equilibrium geometry.

Element x y z (Å)
Rb1 9.22694 9.22588 10.47490
C1 5.47472 6.35809 11.94739
C2 6.07644 7.64770 12.40823
C3 5.69548 8.87729 11.84958
C4 6.23381 10.06380 12.31354
C5 7.14481 10.05196 13.35159
C6 7.52458 8.84748 13.93039
C7 6.99754 7.65487 13.46674
H1 5.37285 5.64606 12.78498
H2 6.09580 5.84905 11.20849
H3 4.50925 6.53986 11.48198
H4 4.96765 8.89911 11.04814
H5 5.93768 11.01163 11.87563
H6 7.62809 10.97045 13.68070
H7 8.25229 8.84575 14.72526
H8 7.31126 6.71844 13.91605
C8 8.01185 8.46055 7.75399
C9 9.20911 7.68395 7.68261
C10 10.26639 8.60882 7.40560
C11 9.68876 9.91381 7.47841
C12 8.29622 9.82291 7.59000
C13 7.27010 10.95410 7.54596
C14 6.21712 10.87374 8.67470
C15 6.58273 10.76164 6.18410
C16 7.97100 12.32138 7.57445
C17 11.71321 8.40328 7.00414
C18 12.24735 9.77240 6.50390
C19 11.77134 7.46390 5.78606
C20 12.63149 7.93612 8.15648
C21 9.12272 6.17136 7.80609
C22 8.71910 5.62536 6.41343
C23 7.95393 5.79008 8.75851
C24 10.39197 5.44704 8.33788
H9 7.03792 8.04176 7.97989
H10 10.27747 10.82685 7.47828
H11 5.74212 9.87954 8.71604
H12 5.43973 11.63335 8.53479
H13 6.65973 11.05936 9.66227
H14 6.07565 9.79382 6.13534
H15 7.35372 10.75697 5.40011
H16 5.84131 11.54939 5.96523
H17 8.58944 12.44878 8.47707
H18 7.21200 13.12696 7.55700
H19 8.60699 12.42080 6.69710
H20 11.62428 10.20739 5.71560
H21 13.25920 9.64006 6.11984
H22 12.30006 10.51543 7.31686
H23 11.06408 7.80280 5.03071
H24 11.49240 6.43284 6.01326
H25 12.77550 7.42099 5.36909
H26 12.79599 8.73704 8.88305
H27 13.61842 7.64931 7.76797
H28 12.20370 7.10111 8.71824
H29 7.79058 6.10306 6.09932
H30 8.57628 4.54801 6.42909
H31 9.47163 5.85033 5.64994
H32 7.00007 6.15011 8.36914
H33 8.07897 6.16657 9.78396
H34 7.91336 4.69437 8.85409
H35 11.26610 5.58746 7.71636
H36 10.20384 4.37605 8.37671
H37 10.64148 5.79411 9.35228
C25 12.33484 9.33658 14.39949
P1 11.38714 8.79360 12.91352
C26 10.98832 7.04937 13.41249
C27 12.82890 8.43333 11.78096
H38 13.11091 8.60427 14.64023
H39 11.67791 9.43258 15.25533
H40 12.80624 10.30537 14.22172
H41 11.88235 6.49390 13.69223
H42 10.50664 6.50506 12.59601
H43 10.29314 7.03031 14.26154
H44 13.57744 7.86832 12.33188
H45 13.27617 9.35662 11.40328
H46 12.53951 7.83227 10.91850

Values from the calculation:
- Kohn-Sham gap (eV) = 6.1
- DFT total energy (eV) = -38689.6663
- relative energy (zero: lowest compared OMol25 entry of this formula, charge and spin) (kcal/mol) = 0.0
- HOMO (eV) = -6.12

***

Entry 2:
ORCA calculation (ωB97M-V/def2-TZVPD) on a structure of composition C27H47B2CdF4Ge2N4O4 in a non-equilibrium geometry.

Element x y z (Å)
Cd1 -0.06281 0.58859 -0.95394
C1 -0.43217 0.50309 -5.55439
C2 -0.35740 0.12087 -4.11012
N1 -0.01138 0.92963 -3.19331
O1 0.15297 2.24288 -3.51599
B1 -0.29321 3.05838 -2.35370
F1 -0.31226 4.37371 -2.77254
F2 0.71895 2.90425 -1.30644
O2 -1.58315 2.57737 -1.89433
N2 -1.75674 2.21760 -0.48089
C3 -2.96359 1.42638 -0.41921
C4 -4.23514 2.18510 -0.74412
C5 -3.04287 0.10839 -0.06682
N3 -2.04696 -0.74832 0.34390
O3 -2.26228 -2.13202 0.25117
B2 -2.62108 -2.78147 -1.01918
F3 -2.47570 -4.14929 -0.77232
F4 -3.92587 -2.51090 -1.45384
O4 -1.71552 -2.53166 -2.19614
N4 -1.30925 -1.30509 -2.51214
C6 -0.78557 -1.22527 -3.68260
C7 -0.69091 -2.37912 -4.63664
C8 -4.43447 -0.47640 0.06108
H1 -0.18285 1.55525 -5.65889
H2 -1.44222 0.32910 -5.92868
H3 0.25805 -0.10048 -6.14444
H4 -3.98949 3.04986 -1.35854
H5 -4.75941 2.54253 0.15093
H6 -4.92991 1.57067 -1.31335
H7 -1.00601 -3.28390 -4.12522
H8 0.33289 -2.50006 -4.99674
H9 -1.33673 -2.22171 -5.50298
H10 -5.08107 0.21070 0.60803
H11 -4.38892 -1.41972 0.59400
H12 -4.87384 -0.66796 -0.91526
C9 -1.25740 5.70667 2.21860
Ge1 -0.29954 4.46898 0.98529
C10 0.85718 3.26057 2.02666
C11 0.85422 5.71097 -0.03302
C12 -1.88577 3.45852 0.29419
H13 -0.55383 6.19947 2.89257
H14 -2.01109 5.19823 2.82317
H15 -1.75621 6.48339 1.63405
H16 1.72543 3.80398 2.40362
H17 1.20474 2.44581 1.38937
H18 0.31679 2.83228 2.87076
H19 1.02727 6.58875 0.59294
H20 0.40476 6.02001 -0.97260
H21 1.80868 5.23508 -0.25307
H22 -2.51551 4.18399 -0.23161
H23 -2.39696 3.17782 1.21815
C13 4.62415 -2.58322 3.50446
C14 3.35120 -2.28761 2.71530
C15 3.61414 -1.32441 1.55811
C16 2.37678 -0.88602 0.73817
Ge2 0.61028 -1.90300 0.78686
C17 0.95824 -3.14754 -0.72042
C18 2.22789 -3.96458 -0.48942
C19 2.66188 -4.69382 -1.75976
C20 3.88521 -5.58097 -1.53777
H24 4.42778 -3.28650 4.31560
H25 5.02915 -1.66659 3.93936
H26 5.38987 -3.01333 2.85462
H27 2.59572 -1.86960 3.38457
H28 2.94155 -3.21839 2.31667
H29 4.34340 -1.79768 0.89269
H30 4.11008 -0.43622 1.96390
H31 2.64439 -0.88680 -0.32629
H32 2.14664 0.15703 0.97207
H33 0.49801 -2.73719 2.07758
H34 1.07598 -2.54688 -1.62763
H35 0.11046 -3.80660 -0.87477
H36 2.05316 -4.69995 0.30289
H37 3.04969 -3.32039 -0.15642
H38 2.88804 -3.95249 -2.53230
H39 1.82579 -5.29718 -2.12345
H40 4.72137 -4.99141 -1.15479
H41 4.20378 -6.05825 -2.46646
H42 3.66672 -6.36567 -0.81071
C21 -0.73960 -0.40400 0.86176
C22 -0.76957 0.23030 2.20705
C23 0.34676 0.22515 3.05881
C24 0.31633 0.77547 4.32729
C25 -0.84313 1.36129 4.81442
C26 -1.96442 1.37194 3.99870
C27 -1.93249 0.82128 2.72698
H43 1.26477 -0.23498 2.72671
H44 1.20801 0.74237 4.94287
H45 -0.87424 1.78798 5.80899
H46 -2.88676 1.80932 4.36414
H47 -2.83381 0.84364 2.13420

Values from the calculation:
- Kohn-Sham gap (eV) = 6.7
- DFT total energy (eV) = -172736.6907
- total charge = -1
- relative energy (zero: lowest compared OMol25 entry of this formula, charge and spin) (kcal/mol) = 41.5
- HOMO (eV) = -4.18

***

Entry 3:
ORCA calculation (ωB97M-V/def2-TZVPD) on a cluster of 7 separate species, C27H47N5O9 in total in a non-equilibrium geometry.

Element x y z (Å)
C1 1.11822 2.54360 1.39550
C2 -0.12344 1.94081 1.20112
C3 -1.29002 2.71541 0.89978
C4 -1.21082 4.16024 0.90948
C5 0.07436 4.74738 1.04884
C6 1.17845 3.93106 1.29747
O1 2.39484 4.59840 1.36822
O2 -2.53485 2.18529 0.78702
H1 2.04933 2.01498 1.53690
H2 -0.06075 0.86309 1.23259
H3 -2.07836 4.76731 0.69677
H4 0.18030 5.81860 0.96118
H5 2.32396 5.49242 1.02572
H6 -2.66765 1.28938 0.46871
C7 2.12006 -1.45928 -0.04160
C8 1.22378 -2.38631 0.43488
C9 1.45060 -3.74529 0.32681
C10 2.62408 -4.18194 -0.25484
C11 3.54721 -3.25617 -0.76425
C12 3.29731 -1.89927 -0.62591
O3 4.28008 -1.03298 -0.96935
O4 0.47905 -4.57923 0.73544
H7 1.94390 -0.39622 0.03096
H8 0.24007 -2.06297 0.74176
H9 2.87419 -5.23062 -0.31906
H10 4.54822 -3.54485 -1.04895
H11 4.92654 -1.46186 -1.53482
H12 -0.24345 -4.35138 1.32508
C13 -0.84071 -1.81708 3.71657
C14 -0.96529 -3.28104 3.37763
O5 -1.45449 -3.77701 2.38844
N1 -0.30983 -4.12315 4.18969
C15 -0.05281 -5.52104 3.89183
H13 -0.54338 -1.37462 2.76582
H14 -0.04362 -1.68518 4.44825
H15 -1.81586 -1.40384 3.97424
H16 0.18013 -3.64346 4.93127
H17 -0.94904 -5.86886 3.37813
H18 0.03468 -6.09996 4.81122
H19 0.85338 -5.75980 3.33512
C16 -0.43345 4.28650 -2.75668
C17 0.79981 5.16881 -2.91561
O6 0.67445 6.34541 -2.55676
N2 1.91977 4.68053 -3.35951
C18 3.22714 5.34975 -3.43090
H20 -1.19520 4.76398 -2.14036
H21 -0.06462 3.36451 -2.30724
H22 -0.87936 3.95034 -3.69276
H23 1.83708 3.74113 -3.72114
H24 3.80623 4.83411 -4.19697
H25 3.77481 5.37406 -2.48880
H26 3.03593 6.40722 -3.61337
C19 3.13121 1.51744 -2.68027
C20 2.41195 1.45814 -3.99346
O7 1.40108 2.17427 -4.15893
N3 2.65737 0.63115 -4.98153
C21 3.58495 -0.44541 -4.80566
H27 2.43591 1.12058 -1.94057
H28 3.45695 2.45949 -2.23920
H29 4.09290 1.00631 -2.72500
H30 2.09365 0.68328 -5.81795
H31 3.26303 -1.26886 -5.44316
H32 3.44778 -0.94232 -3.84526
H33 4.60987 -0.21855 -5.09919
C22 -3.98816 0.18213 4.50008
C23 -4.95384 -0.96098 4.15038
O8 -5.65499 -1.43210 4.99522
N4 -4.91302 -1.52532 2.90672
C24 -5.61158 -2.77744 2.46965
H34 -3.36948 -0.32768 5.23861
H35 -4.39377 1.10386 4.91721
H36 -3.42444 0.62329 3.67808
H37 -4.37464 -1.11579 2.15670
H38 -5.98785 -2.61145 1.46021
H39 -6.44805 -3.10967 3.08449
H40 -4.87563 -3.58082 2.50218
C25 -2.86687 -2.58927 -0.47784
C26 -2.34034 -1.23374 -0.82750
O9 -2.75466 -0.30258 -0.12256
N5 -1.40174 -1.08399 -1.77661
C27 -0.79842 0.23619 -2.09290
H41 -2.76221 -2.66358 0.60458
H42 -2.29174 -3.42070 -0.88531
H43 -3.91047 -2.74096 -0.75350
H44 -0.98353 -1.90067 -2.19880
H45 -0.20733 0.61199 -1.25774
H46 -1.47783 0.95283 -2.55436
H47 -0.05680 0.09992 -2.88000

Values from the calculation:
- Kohn-Sham gap (eV) = 7.6
- DFT total energy (eV) = -54639.9461
- SMILES = Oc1ccc(O)cc1.Oc1ccc(O)cc1.CNC(C)=O.CNC(C)=O.CNC(C)=O.CNC(C)=O.CNC(C)=O
- HOMO (eV) = -7.50

***

Entry 4:
ORCA calculation (ωB97M-V/def2-TZVPD) on a structure of composition C27H48AlN2O7P2S2Si.

Element x y z (Å)
Al1 0.52621 0.36077 -0.41292
N1 2.48703 1.76575 -4.86573
C1 1.41409 1.59238 -3.80914
C2 0.09257 2.16662 -4.30642
P1 1.38668 -0.23382 -3.49894
O1 0.27627 -0.80040 -4.50209
O2 2.72772 -0.68640 -3.92046
O3 0.84493 -0.43475 -2.10191
P2 1.95504 2.54996 -2.32539
O4 3.52424 2.18008 -2.34546
O5 1.74634 3.98963 -2.53502
O6 1.32101 1.87560 -1.12461
H1 3.08745 0.91334 -4.77882
H2 3.04501 2.60641 -4.70723
H3 2.07897 1.80728 -5.79926
H4 -0.24522 1.64951 -5.20514
H5 0.17374 3.23936 -4.47953
H6 -0.67168 2.01961 -3.54042
H7 -0.54978 -1.03323 -4.06337
H8 4.07705 2.88861 -1.99428
C3 -0.83450 -1.01557 0.03312
Si1 -2.03828 -0.45753 1.30142
C4 -1.15334 1.09305 1.96425
N2 -0.41550 1.79463 0.87839
C5 0.51412 2.79038 1.48090
C6 -0.18828 3.97089 2.13843
C7 -1.21114 4.61553 1.17851
C8 -1.16223 3.96032 -0.19862
C9 -1.39125 2.46413 -0.05539
C10 -3.70659 0.03664 0.60095
C11 -4.60628 0.74732 1.40078
C12 -5.82974 1.17201 0.90791
C13 -6.18044 0.89051 -0.40613
C14 -5.30712 0.17987 -1.21435
C15 -4.08386 -0.24125 -0.71070
C16 -2.26624 -1.61482 2.75850
C17 -3.48723 -2.22219 3.04526
C18 -3.61602 -3.11523 4.10087
C19 -2.52022 -3.41783 4.89260
C20 -1.29344 -2.82426 4.62633
C21 -1.17470 -1.93523 3.57049
H9 -1.28066 -1.43838 -0.86802
H10 -0.22689 -1.83181 0.44456
H11 -0.40492 0.75983 2.69213
H12 -1.81021 1.78990 2.49293
H13 1.17548 3.14365 0.69596
H14 1.12573 2.24687 2.20445
H15 0.57898 4.69117 2.42767
H16 -0.67068 3.65932 3.06544
H17 -1.03660 5.68760 1.09244
H18 -2.22076 4.50029 1.58190
H19 -0.21699 4.16442 -0.70532
H20 -1.95015 4.36169 -0.83890
H21 -1.35590 1.96858 -1.03560
H22 -2.39864 2.29320 0.32703
H23 -4.35313 0.97081 2.43236
H24 -6.51171 1.71883 1.54577
H25 -7.13507 1.21973 -0.79457
H26 -5.58238 -0.05041 -2.23563
H27 -3.41671 -0.80158 -1.35626
H28 -4.35638 -1.99739 2.43818
H29 -4.57446 -3.57411 4.30526
H30 -2.61916 -4.11181 5.71674
H31 -0.43535 -3.05128 5.24620
H32 -0.20529 -1.47954 3.38508
C22 1.80326 -4.02314 -3.10387
S1 1.58700 -3.89717 -1.32473
C23 0.48477 -5.28870 -1.03621
H33 2.30654 -4.95048 -3.37318
H34 2.41337 -3.17995 -3.42231
H35 0.84099 -3.97109 -3.61328
H36 -0.44335 -5.17328 -1.59488
H37 0.24564 -5.30551 0.02598
H38 0.95517 -6.23405 -1.30211
C24 4.14700 -2.83620 1.27841
C25 2.77474 -2.34825 1.70130
S2 2.49056 -0.58371 1.97021
O7 1.99263 -0.04639 0.62935
C26 4.12473 0.16159 2.11130
C27 4.93307 0.25743 0.82653
H39 4.12226 -3.92546 1.27363
H40 4.93760 -2.52385 1.95999
H41 4.38649 -2.51514 0.26685
H42 2.43536 -2.81502 2.62775
H43 2.04965 -2.58380 0.91787
H44 4.62268 -0.39644 2.90870
H45 3.90561 1.15217 2.51386
H46 5.55517 -0.61841 0.66938
H47 5.58552 1.12725 0.88859
H48 4.28003 0.39036 -0.03630

Values from the calculation:
- Kohn-Sham gap (eV) = 8.5
- DFT total energy (eV) = -100819.4671
- total charge = +1
- relative energy (zero: lowest compared OMol25 entry of this formula, charge and spin) (kcal/mol) = 0.0
- HOMO (eV) = -10.52

***

Entry 5:
ORCA calculation (ωB97M-V/def2-TZVPD) on a cluster of 10 separate species, C27H48ClN19O16P2 in total in a non-equilibrium geometry.

Element x y z (Å)
O1 -1.91778 -2.02712 3.32523
C1 -1.96489 -1.37402 2.31935
C2 -0.76609 -0.66438 1.76620
Cl1 0.77227 -1.36227 2.08581
C3 -0.94117 0.48622 1.11870
P1 0.33840 1.58897 0.46640
P2 1.63279 0.41297 -0.84324
O2 1.17303 -0.93710 -1.21740
O3 1.97430 1.31718 -2.13295
O4 3.03845 0.32518 -0.05220
C4 -2.36349 0.97288 0.99869
O5 -2.56331 2.16358 1.03901
C5 -3.45321 -0.05765 0.85483
C6 -4.66597 0.25656 0.06404
C7 -5.07313 1.58228 -0.16939
C8 -6.20791 1.78750 -0.93715
N1 -6.98371 0.85328 -1.47108
C9 -6.60210 -0.40687 -1.25403
C10 -5.46802 -0.71912 -0.51972
C11 -3.22506 -1.19322 1.52832
O6 -4.10459 -2.23804 1.61685
C12 -3.60869 -3.38121 0.97137
O7 -2.98452 -3.26449 -0.04446
C13 -3.88563 -4.67130 1.63559
C14 -3.73396 -5.81044 0.87445
C15 -3.93773 -7.07041 1.46767
C16 -4.29767 -7.15524 2.80115
C17 -4.46798 -5.97301 3.54283
C18 -4.26958 -4.73891 2.98126
H1 -0.33038 2.42051 -0.43740
H2 2.33282 0.70832 -2.79640
H3 3.12635 -0.60976 0.17419
H4 -4.53168 2.42518 0.22004
H5 -6.49905 2.81809 -1.12555
H6 -7.19357 -1.20600 -1.67135
H7 -5.20500 -1.75879 -0.41938
H8 -3.44985 -5.75504 -0.16238
H9 -3.78918 -7.94184 0.85241
H10 -4.43984 -8.11672 3.26993
H11 -4.74473 -6.04948 4.58482
H12 -4.39718 -3.82403 3.54286
C19 -5.86533 -1.80361 -4.58555
O8 -6.90824 -1.52368 -4.02351
N2 -5.58587 -3.06573 -5.03352
N3 -4.88613 -0.87406 -4.80236
H13 -4.73006 -3.31653 -5.48927
H14 -6.28300 -3.76974 -4.88169
H15 -5.06256 0.05778 -4.47568
H16 -4.01560 -1.07841 -5.25338
C20 0.48196 5.54631 0.25354
O9 0.87562 4.46050 -0.17810
N4 0.97803 6.73878 -0.16151
N5 -0.49855 5.62357 1.19066
H17 0.64023 7.62260 0.18056
H18 1.70446 6.72657 -0.85264
H19 -0.89776 4.76271 1.52004
H20 -0.84912 6.49505 1.54267
C21 4.73148 4.63742 -1.18497
O10 4.87126 5.67139 -0.53542
N6 5.80608 3.91095 -1.64170
N7 3.51265 4.13385 -1.49153
H21 5.71538 3.05386 -2.15562
H22 6.72202 4.25882 -1.43144
H23 2.69906 4.62425 -1.15307
H24 3.36994 3.28144 -2.00294
C22 -1.43468 9.12281 -1.40391
O11 -1.12466 8.79508 -0.26798
N8 -0.56524 9.05279 -2.45352
N9 -2.68160 9.58310 -1.70676
H25 -0.80561 9.31594 -3.38965
H26 0.35807 8.71222 -2.26676
H27 -3.34322 9.64417 -0.95575
H28 -2.96337 9.85604 -2.62844
C23 -1.62984 -8.33132 -1.55762
O12 -2.57071 -7.69074 -1.12019
N10 -1.64399 -9.69674 -1.62992
N11 -0.48771 -7.73131 -2.00479
H29 -0.88070 -10.24139 -1.98200
H30 -2.46987 -10.16489 -1.30811
H31 -0.44622 -6.72995 -1.95504
H32 0.30018 -8.23498 -2.36361
C24 7.24056 4.20533 2.83848
O13 7.43229 3.89021 4.00192
N12 8.19681 4.03465 1.87175
N13 6.06728 4.74017 2.40123
H33 8.06134 4.28708 0.91283
H34 9.07271 3.63943 2.15653
H35 5.34765 4.88200 3.08470
H36 5.88670 4.99444 1.44429
C25 -3.47502 -7.82932 6.64489
O14 -4.34504 -8.03909 5.81693
N14 -3.40780 -8.51437 7.82675
N15 -2.49954 -6.89197 6.45289
H37 -2.70185 -8.35732 8.51972
H38 -4.11184 -9.20790 7.99421
H39 -2.52034 -6.37658 5.59115
H40 -1.77510 -6.70050 7.11763
C26 7.24184 2.95898 -5.61994
O15 6.58481 1.93387 -5.58289
N16 7.10772 3.93799 -4.67366
N17 8.15907 3.21019 -6.60195
H41 7.63039 4.79280 -4.67162
H42 6.44119 3.77140 -3.94472
H43 8.27770 2.50798 -7.30753
H44 8.70797 4.04668 -6.64842
C27 6.62729 -0.84599 2.13384
O16 7.23368 -1.90197 2.09438
N18 7.04235 0.21511 2.87729
N19 5.47212 -0.63938 1.42764
H45 6.55674 1.09041 2.92218
H46 7.88401 0.10082 3.40889
H47 5.14829 -1.40402 0.86749
H48 4.95748 0.22171 1.43569

Values from the calculation:
- Kohn-Sham gap (eV) = 7.6
- DFT total energy (eV) = -120960.5714
- SMILES = O=C1C(Cl)=C(PP(=O)(O)O)C(=O)C(c2ccncc2)=C1OC(=O)c1ccccc1.NC(N)=O.NC(N)=O.NC(N)=O.NC(N)=O.NC(N)=O.NC(N)=O.NC(N)=O.NC(N)=O.NC(N)=O
- HOMO (eV) = -8.84